This record from the OMol25 dataset describes C6H9O4Sm as an isolated structure in a non-equilibrium geometry. The level of theory is ωB97M-V with the def2-TZVPD basis set.

## Properties
LUMO energy (spin up / spin down) in eV: -5.84 / -5.70
HOMO (spin up / spin down) in eV: -9.925 / -9.926
Spin multiplicity: 7
M in g mol⁻¹: 295.5
Expectation value of S²: 12.008
Net charge: +1
DFT total energy in Ha: -1192.44955
Largest force on an atom in eV Å⁻¹: 5.26

Each line ends with the Löwdin charge.
Element x y z (Å)
Sm 3.337 1.441 0.181  1.7879
O -2.154 0.061 -2.296  -0.0709
O -0.416 0.196 2.200  -0.0411
O 1.100 1.662 1.621  -0.1390
O 1.224 -0.321 0.732  -0.1042
C -2.917 -0.843 -1.514  -0.2614
C -1.699 0.198 1.536  -0.0403
C -3.076 -1.008 2.178  -0.0484
C 0.735 0.452 1.602  -0.8132
C -3.595 -1.150 0.854  -0.1620
C -3.102 -0.278 -0.127  -0.1402
H -3.902 -2.153 0.540  0.1111
H -3.326 0.794 -0.123  0.1360
H -2.460 -1.804 2.608  0.1054
H -3.772 -0.544 2.887  0.1011
H -1.501 -0.435 -2.795  0.0805
H -3.909 -1.004 -1.969  0.1259
H -2.419 -1.827 -1.461  0.1267
H -1.243 0.352 0.545  0.1243
H -2.127 0.843 2.321  0.1220

This record from the OMol25 dataset describes C24H32N3O3SbTi as an isolated structure. The level of theory is ωB97M-V with the def2-TZVPD basis set.

## Properties
LUMO energy in eV: -14.52
HOMO in eV: -21.442
M in g mol⁻¹: 580.2
Net charge: +4
DFT total energy in Ha: -2411.91938
Largest force on an atom in eV Å⁻¹: 0.34

Each line ends with the Löwdin charge.
Element x y z (Å)
Sb -1.205 0.364 2.839  1.7739
Ti -0.239 -0.027 -0.130  1.2343
O -2.070 0.698 -0.889  -0.3192
O -0.329 -1.356 -1.808  -0.3064
O 0.347 0.996 -1.866  -0.2720
N 1.428 -0.116 1.328  -0.0250
N -0.038 2.028 0.624  -0.0346
N -0.430 -1.854 0.745  -0.0579
C -0.694 1.858 -2.443  -0.0562
C -1.029 4.448 1.536  0.0455
C -1.537 -1.292 1.237  -0.4488
C -2.588 -2.081 1.694  -0.0578
C -2.399 -3.468 1.707  0.0566
C 1.066 -3.730 0.172  0.0362
C -1.309 -2.434 -2.006  0.0392
C -1.199 -3.998 1.269  0.0873
C 1.689 -0.068 3.711  -0.0502
C 3.303 -0.547 -0.194  0.0117
C -3.438 0.732 -0.366  0.0287
C 1.108 0.215 -2.835  -0.0649
C 0.311 -1.039 -3.086  -0.0738
C -2.032 1.196 -2.258  -0.0832
C -1.015 2.070 1.560  -0.4647
C 3.580 -0.416 2.296  0.0510
C -0.197 -3.171 0.731  -0.2469
C -1.557 3.245 2.027  -0.0546
C 0.910 0.007 2.580  -0.4140
C 2.744 -0.350 1.178  -0.2594
C 1.791 3.153 -0.618  0.0235
C 3.065 -0.266 3.564  0.0399
C 0.560 3.167 0.233  -0.2609
C 0.053 4.396 0.684  0.0559
H 1.738 -3.999 0.993  0.1273
H 3.712 -0.319 4.431  0.1503
H 1.579 -3.022 -0.474  0.0708
H -3.499 -1.651 2.094  0.1293
H 1.252 0.022 4.698  0.1230
H 4.637 -0.595 2.149  0.1493
H -0.638 2.805 -1.915  0.1336
H 2.247 2.170 -0.666  0.0590
H -1.869 -2.224 -2.915  0.1250
H 2.077 0.029 -2.385  0.1133
H -0.476 2.020 -3.498  0.1689
H -2.337 3.251 2.779  0.1257
H 0.871 -4.650 -0.379  0.1185
H -2.206 0.362 -2.938  0.1450
H -3.786 1.763 -0.377  0.1263
H 1.255 0.798 -3.743  0.1681
H -0.779 -3.379 -2.109  0.1242
H 0.937 -1.879 -3.386  0.1691
H -2.825 1.931 -2.395  0.1650
H -1.988 -2.444 -1.160  0.0959
H 0.547 5.304 0.363  0.1536
H 4.271 -1.044 -0.151  0.1195
H 3.468 0.410 -0.692  0.0936
H 1.595 3.514 -1.630  0.1148
H -4.072 0.105 -0.991  0.1316
H -3.424 0.361 0.651  0.0653
H 2.513 3.849 -0.187  0.1244
H -1.024 -5.067 1.294  0.1606
H -1.426 5.398 1.871  0.1507
H 2.647 -1.174 -0.803  0.0614
H -3.182 -4.116 2.082  0.1560
H -0.472 -0.889 -3.829  0.1477

This record from the OMol25 dataset describes a 2-piece molecular cluster, C2H9N3O overall in a non-equilibrium geometry. The level of theory is ωB97M-V with the def2-TZVPD basis set.

## Properties
LUMO energy in eV: 0.76
HOMO in eV: -8.956
M in g mol⁻¹: 91.1
DFT total energy in Ha: -321.11093
Largest force on an atom in eV Å⁻¹: 1.02

Each line ends with the Löwdin charge.
Element x y z (Å)
O 2.653 1.462 -1.735  -0.0783
N -1.342 -2.019 0.524  0.1175
N -0.829 0.154 1.040  -0.0340
N 0.243 -0.800 -0.753  0.1050
C -0.333 1.475 0.684  -0.0973
C -0.632 -0.892 0.176  -0.5934
H 3.203 0.814 -2.193  0.0321
H 0.723 1.518 0.948  0.0765
H -1.381 -2.837 -0.050  0.0877
H -0.326 1.601 -0.407  0.0741
H -0.989 2.230 1.105  0.0801
H -1.738 -2.156 1.432  0.0840
H -1.678 0.100 1.582  0.1187
H 2.113 1.020 -1.073  -0.0137
H 0.313 -1.670 -1.278  0.0410

This record from the OMol25 dataset describes C5H8FHgO4 as an isolated structure in a non-equilibrium geometry. The level of theory is ωB97M-V with the def2-TZVPD basis set.

## Properties
LUMO energy (spin up / spin down) in eV: 0.78 / -1.29
HOMO (spin up / spin down) in eV: -7.935 / -10.059
Spin multiplicity: 2
M in g mol⁻¹: 351.7
Expectation value of S²: 0.753
DFT total energy in Ha: -749.47511
Largest force on an atom in eV Å⁻¹: 6.68

Each line ends with the Löwdin charge.
Element x y z (Å)
Hg -0.008 -0.685 -2.671  1.0108
F -0.746 2.437 -2.274  -0.0323
O 0.271 0.700 -1.215  -0.3232
O -1.919 0.478 -0.328  0.0283
O -1.001 -1.422 -1.094  -0.1943
O -0.515 -0.647 0.980  0.0305
C 0.412 -1.708 1.248  -0.2035
C -1.423 1.788 -0.084  -0.0747
C -0.930 -0.457 -0.279  -0.6792
C 1.850 -1.302 1.005  -0.0649
C -0.246 1.937 -1.048  -0.4201
H 2.102 -0.397 1.574  0.0864
H 2.509 -2.116 1.339  0.0835
H -2.223 2.508 -0.278  0.1412
H 0.249 -1.952 2.304  0.1286
H 2.045 -1.128 -0.061  0.0683
H 0.498 2.674 -0.711  0.1563
H -1.064 1.871 0.952  0.1349
H 0.138 -2.580 0.640  0.1234

This record from the OMol25 dataset describes one molecule with the formula C2HClN2O in a non-equilibrium geometry. The level of theory is ωB97M-V with the def2-TZVPD basis set.

## Properties
LUMO energy in eV: -1.52
HOMO in eV: -10.644
M in g mol⁻¹: 104.5
DFT total energy in Ha: -721.62353
Largest force on an atom in eV Å⁻¹: 3.51

Each line ends with the Löwdin charge.
Element x y z (Å)
Cl -2.069 -0.209 -1.092  0.5349
O -1.877 0.679 1.749  0.0506
N -0.494 -2.628 0.571  0.1880
N -0.758 0.570 1.377  -0.0331
C -0.541 -1.512 0.359  -0.3623
C -0.532 -0.093 0.072  -0.5053
H 0.268 0.308 -0.603  0.1271

This record from the OMol25 dataset describes one molecule with the formula C27H31N3O3. The level of theory is ωB97M-V with the def2-TZVPD basis set.

## Properties
LUMO energy in eV: 0.76
HOMO in eV: -8.500
M in g mol⁻¹: 445.6
DFT total energy in Ha: -1437.46773
Largest force on an atom in eV Å⁻¹: 0.51

Each line ends with the Löwdin charge.
Element x y z (Å)
O 6.506 -2.111 0.192  0.0571
O -5.762 -0.097 1.057  -0.0488
O 0.193 -2.226 0.482  -0.0057
N 6.086 -0.307 -1.097  0.0754
N 8.143 2.297 -0.782  0.1005
N -3.540 -0.870 -0.772  -0.1595
C -5.211 0.888 -0.989  -0.1508
C 8.698 3.040 1.414  -0.0713
C -7.824 -0.040 2.375  -0.0621
C 1.488 -1.955 0.195  -0.2520
C 4.232 -1.531 -0.178  -0.1464
C 8.080 0.766 1.046  -0.0120
C -5.515 3.250 -1.379  -0.0949
C 2.415 -2.383 1.152  0.0124
C -5.706 1.041 0.317  -0.2163
C -5.126 1.993 -1.816  -0.0495
C -6.090 2.304 0.753  -0.0218
C 1.956 -1.324 -0.955  -0.0109
C 7.482 0.030 -1.287  -0.1187
C -5.990 3.398 -0.092  -0.0864
C 8.469 1.768 1.918  -0.0646
C -4.766 -0.473 -1.447  -0.1446
C 8.519 3.248 0.056  -0.1505
C 3.761 -2.182 0.962  -0.0084
C -1.203 -0.370 -0.291  -0.1032
C -0.842 -1.852 -0.414  -0.3364
C -2.074 -2.678 -0.050  -0.1056
C -2.408 -0.060 -1.172  -0.1787
C 3.312 -1.117 -1.134  -0.0269
C 5.702 -1.357 -0.327  -0.4578
C 7.933 1.079 -0.302  -0.2725
C -3.250 -2.279 -0.936  -0.1877
C -6.297 -0.070 2.363  -0.2418
H 8.596 1.562 2.971  0.1056
H 8.682 4.221 -0.389  0.1023
H -4.134 -2.848 -0.640  0.1235
H 4.478 -2.524 1.692  0.1196
H 5.410 0.394 -1.354  0.1349
H -8.199 0.861 1.895  0.0669
H -6.468 2.455 1.752  0.1029
H -5.944 -1.001 2.817  0.1243
H -5.886 0.768 2.937  0.1169
H 3.645 -0.651 -2.050  0.1120
H 2.042 -2.881 2.034  0.1197
H -2.682 0.991 -1.059  0.1219
H -8.213 -0.901 1.836  0.0785
H 9.006 3.849 2.059  0.0979
H -6.293 4.371 0.268  0.1031
H -0.545 -2.086 -1.447  0.1503
H -5.445 4.101 -2.039  0.0985
H -1.455 -0.164 0.750  0.1321
H -5.535 -1.201 -1.177  0.1259
H -3.017 -2.527 -1.990  0.1294
H 7.628 0.401 -2.304  0.1205
H -4.646 -0.477 -2.546  0.1287
H 8.048 -0.893 -1.135  0.1260
H -2.143 -0.235 -2.234  0.1321
H -2.323 -2.485 0.993  0.1273
H -4.751 1.867 -2.822  0.1131
H 7.893 -0.241 1.386  0.1089
H -0.359 0.262 -0.573  0.1134
H 1.277 -0.995 -1.726  0.1051
H -8.184 -0.072 3.399  0.0767
H -1.856 -3.740 -0.166  0.1227

This record from the OMol25 dataset describes C48H62BF5N8OS5V as an isolated structure in a non-equilibrium geometry. The level of theory is ωB97M-V with the def2-TZVPD basis set.

## Properties
LUMO energy (spin up / spin down) in eV: -0.31 / -0.38
HOMO (spin up / spin down) in eV: -7.464 / -7.267
Spin multiplicity: 2
M in g mol⁻¹: 1084.2
Expectation value of S²: 0.849
DFT total energy in Ha: -5838.79097
Largest force on an atom in eV Å⁻¹: 1.82

Each line ends with the Löwdin charge.
Element x y z (Å)
V 0.082 -1.547 -1.142  0.1199
S -3.708 -4.162 -0.356  0.6605
S -1.250 -1.724 -3.097  0.7047
S 1.026 -1.694 1.244  0.8300
S -1.945 -0.391 -0.258  0.7547
S 2.255 -1.698 -2.009  0.8394
F 2.166 0.232 -6.399  0.1077
F 0.769 0.330 -4.141  0.0628
F 0.175 -3.889 -7.496  0.1199
F 1.886 -1.863 -8.119  0.1203
F -1.203 -3.841 -5.207  0.0897
O -5.125 -0.683 2.683  0.0867
N 0.597 0.849 0.916  -0.0272
N 0.208 2.256 -2.174  0.1913
N -0.252 1.276 -1.406  0.0056
N 2.720 1.950 -0.640  0.1921
N -4.119 -2.248 1.421  0.0801
N -2.601 -3.921 2.026  0.0325
N 2.247 0.740 -0.983  0.0222
N 0.278 2.120 1.174  0.1977
C 4.349 0.056 -1.857  -0.2308
C 1.761 -5.196 -1.516  -0.0933
C 1.166 -4.533 -0.278  -0.5350
C 4.925 4.332 -1.803  -0.0329
C -0.402 4.708 1.398  -0.0517
C 4.464 3.618 -0.524  -0.5463
C -1.545 0.949 -1.273  -0.5937
C -5.703 -5.044 4.347  -0.0699
C -3.946 1.308 -1.937  -0.0453
C 0.322 -2.860 -6.658  -0.1436
C 0.672 -5.603 0.700  -0.0818
C 1.337 -0.775 -6.099  -0.1449
C 0.136 2.480 2.415  -0.2044
C 0.027 -3.598 -0.668  -0.3246
C 1.194 -1.834 -6.978  -0.1418
C 4.818 1.279 -1.509  0.0653
C -0.279 3.913 2.696  -0.5480
C -1.638 3.893 3.408  -0.0365
C 0.763 -0.116 1.827  -0.5713
C -5.398 -4.157 3.326  -0.0273
C 3.961 2.235 -0.898  -0.2063
C 3.355 4.432 0.137  -0.0573
C 0.340 1.549 3.468  0.0634
C -1.952 -4.033 4.410  -0.2269
C 0.614 -0.754 -4.920  -0.2537
C 5.642 3.482 0.448  -0.0398
C 0.772 4.574 3.597  -0.0373
C -5.286 -3.323 5.977  -0.0761
C -1.952 -3.213 3.125  -0.1812
C -1.003 -5.224 4.360  -0.0971
C -0.385 -2.818 -5.468  -0.2371
C -0.939 4.426 -4.904  -0.0525
C -2.028 2.672 -2.827  0.0804
C 1.344 3.703 -4.205  -0.0424
C -4.999 -2.429 4.958  -0.0273
C -0.051 4.085 -3.705  -0.5388
C -0.264 -1.769 -4.560  -0.4865
C 0.650 0.253 3.204  -0.2195
C -2.504 1.684 -2.014  -0.2337
C 2.968 -0.212 -1.585  -0.5376
C 0.052 5.305 -2.779  -0.0311
C 0.811 -0.771 4.285  -0.0447
C -0.643 2.946 -2.886  -0.1965
C -5.638 -4.631 5.671  -0.0843
C -5.037 -2.850 3.634  -0.1640
C 5.199 -0.996 -2.487  -0.0571
C -3.453 -3.442 1.109  -0.9073
C -4.761 -1.836 2.570  -0.4351
B 0.779 0.449 -0.574  -0.7088
H -0.437 5.173 -5.521  0.0885
H -1.288 -5.936 3.583  0.0699
H 1.450 -6.335 0.929  0.0772
H -1.980 4.914 3.585  0.0879
H 0.500 5.614 3.781  0.0893
H 2.094 -4.464 -2.254  0.0387
H 5.990 4.472 0.747  0.0885
H 5.151 -1.919 -1.908  0.0831
H 1.429 -1.602 3.952  0.0592
H 5.769 3.822 -2.269  0.0818
H -2.457 -2.263 3.280  0.1133
H -1.004 -5.765 5.306  0.0721
H 6.233 -0.664 -2.556  0.0831
H -4.548 1.953 -2.575  0.0840
H 5.238 5.350 -1.567  0.0893
H 2.481 4.505 -0.509  0.0605
H -5.872 -5.328 6.465  0.1037
H -5.246 -2.999 7.008  0.1043
H -0.183 -6.137 0.277  0.0857
H -0.927 5.587 -2.387  0.0887
H -0.683 -3.467 0.162  0.0129
H 2.618 -5.821 -1.255  0.0765
H -0.725 5.723 1.631  0.0893
H 1.296 2.868 -4.906  0.0813
H 1.958 -3.970 0.230  0.0816
H 0.361 -5.144 1.642  0.0487
H 0.020 -4.903 4.156  0.0711
H -1.898 4.849 -4.602  0.0780
H 3.723 5.437 0.351  0.0922
H 0.549 4.753 0.868  0.0617
H 0.852 4.077 4.565  0.0782
H -1.129 4.256 0.723  0.0815
H 4.832 -1.236 -3.486  0.0871
H 5.860 1.522 -1.676  0.1237
H -1.125 3.549 -5.525  0.0952
H -0.526 -4.015 -1.514  0.0430
H -5.991 -6.059 4.108  0.1071
H -4.067 0.269 -2.251  0.0858
H -4.744 -1.400 5.174  0.1219
H -5.450 -4.481 2.294  0.1096
H 1.255 -0.324 5.174  0.0865
H 6.486 2.956 -0.001  0.0776
H 1.988 3.407 -3.378  0.0597
H 5.343 2.941 1.347  0.0923
H 1.793 4.558 -4.714  0.0888
H -2.386 3.381 2.800  0.0940
H -0.165 -1.175 4.563  0.0817
H -0.925 -2.983 2.816  0.0765
H 4.115 4.384 -2.533  0.0790
H 0.704 5.086 -1.933  0.0661
H 1.012 -5.832 -1.994  0.0850
H -2.167 -4.785 1.731  0.1088
H 0.460 6.158 -3.324  0.0885
H 0.222 1.870 4.496  0.1257
H -2.717 3.229 -3.446  0.1200
H -4.216 -1.612 0.639  0.0882
H 3.030 3.970 1.070  0.0712
H -4.310 1.375 -0.911  0.0870
H -1.584 3.387 4.373  0.0795
H -1.670 -3.371 5.233  0.1091
H 1.755 4.559 3.124  0.0786
H -2.970 -4.372 4.614  0.0848

This record from the OMol25 dataset describes an isolated ion of composition C4H12NO2 and charge +1 in a non-equilibrium geometry. The level of theory is ωB97M-V with the def2-TZVPD basis set.

## Properties
LUMO energy in eV: -2.94
HOMO in eV: -15.581
M in g mol⁻¹: 106.1
Net charge: +1
DFT total energy in Ha: -364.53742
Largest force on an atom in eV Å⁻¹: 4.39

Each line ends with the Löwdin charge.
Element x y z (Å)
O 0.855 1.705 -1.082  -0.0210
O 0.899 1.628 1.234  0.0889
N -0.141 -0.206 0.047  -0.2948
C -0.501 -0.747 1.366  0.0164
C 1.104 -0.873 -0.508  0.0443
C 0.152 1.277 0.168  -0.3807
C -1.269 -0.548 -0.889  0.0268
H -1.410 0.092 -1.848  0.1636
H 1.095 -1.921 -0.562  0.1014
H 1.900 -0.566 0.133  0.1066
H 0.470 2.571 -1.440  0.1513
H -1.150 -1.575 -1.156  0.1045
H 0.999 -0.706 -1.578  0.1196
H 1.738 1.114 1.302  0.1428
H -0.726 1.906 0.114  0.1763
H -0.966 -1.671 1.235  0.0919
H 0.410 -0.842 2.041  0.1493
H -2.162 -0.517 -0.342  0.0859
H -1.297 -0.120 1.765  0.1268

Question: Among the records above, which one has the lowest M?
Answer: C2H9N3O

Question: Which of these has the lowest DFT total energy?
Answer: C48H62BF5N8OS5V

Repeat the fourth record exactly.
This record from the OMol25 dataset describes C5H8FHgO4 as an isolated structure in a non-equilibrium geometry. The level of theory is ωB97M-V with the def2-TZVPD basis set.

## Properties
LUMO energy (spin up / spin down) in eV: 0.78 / -1.29
HOMO (spin up / spin down) in eV: -7.935 / -10.059
Spin multiplicity: 2
M in g mol⁻¹: 351.7
Expectation value of S²: 0.753
DFT total energy in Ha: -749.47511
Largest force on an atom in eV Å⁻¹: 6.68

Each line ends with the Löwdin charge.
Element x y z (Å)
Hg -0.008 -0.685 -2.671  1.0108
F -0.746 2.437 -2.274  -0.0323
O 0.271 0.700 -1.215  -0.3232
O -1.919 0.478 -0.328  0.0283
O -1.001 -1.422 -1.094  -0.1943
O -0.515 -0.647 0.980  0.0305
C 0.412 -1.708 1.248  -0.2035
C -1.423 1.788 -0.084  -0.0747
C -0.930 -0.457 -0.279  -0.6792
C 1.850 -1.302 1.005  -0.0649
C -0.246 1.937 -1.048  -0.4201
H 2.102 -0.397 1.574  0.0864
H 2.509 -2.116 1.339  0.0835
H -2.223 2.508 -0.278  0.1412
H 0.249 -1.952 2.304  0.1286
H 2.045 -1.128 -0.061  0.0683
H 0.498 2.674 -0.711  0.1563
H -1.064 1.871 0.952  0.1349
H 0.138 -2.580 0.640  0.1234